Record 1
10
Properties=species:S:1:pos:R:3:forces:R:3 method="wB97M-V/def2-TZVPD" homo_lumo_gap_ev="7.32 / 8.45" multiplicity=1 total_charge=0 energy_ev=-22218.306 lumo_ev="-1.825 / -0.267"
P -0.734 -0.862 -1.498 0.224 -0.685 -1.035
P 0.232 -1.041 0.404 -0.618 0.410 1.743
N 2.773 -1.539 -0.874 -1.182 0.058 0.573
C 1.732 -1.375 -0.373 2.290 0.011 -0.824
C -0.417 2.034 1.351 0.124 0.111 -2.573
H -0.470 2.184 0.264 -0.429 -0.530 0.292
H -0.249 -2.206 -1.586 -0.117 0.279 -0.802
H 0.299 2.750 1.669 0.289 0.047 1.459
H -1.195 1.462 1.808 0.045 0.129 0.679
H -1.970 -1.408 -1.165 -0.624 0.169 0.488

---

Record 2
9
Properties=species:S:1:pos:R:3:forces:R:3 method="wB97M-V/def2-TZVPD" homo_lumo_gap_ev=9.38 smiles=C[C@@H]1NS1 multiplicity=1 total_charge=0 energy_ev=-14478.372 lumo_ev=0.691
S -1.038 1.604 0.674 -0.363 0.296 0.055
N -1.569 -0.090 0.445 0.448 0.172 2.145
C -0.168 0.079 0.683 3.983 -1.282 -1.191
C 0.896 -0.197 -0.582 -0.379 -2.331 5.435
H 1.898 0.197 -0.368 -0.453 0.072 -0.010
H 0.960 -1.321 -0.634 -0.057 1.142 -0.368
H 0.431 0.251 -1.341 -1.381 1.512 -3.529
H 0.396 -0.286 1.627 -1.919 0.570 -1.170
H -1.806 -0.237 -0.504 0.121 -0.150 -1.367

---

Record 3
9
Properties=species:S:1:pos:R:3:forces:R:3 method="wB97M-V/def2-TZVPD" homo_lumo_gap_ev=9.97 smiles="N=C=S.C" multiplicity=1 total_charge=0 energy_ev=-14479.402 lumo_ev=0.261
S -0.106 -3.684 -1.131 0.118 1.384 1.546
N -0.552 -1.277 0.231 -0.087 -1.544 1.403
C -0.288 -2.392 -0.182 -0.611 -0.389 -2.012
C 0.407 1.683 -0.057 0.367 3.010 0.436
H -0.975 -1.173 1.172 0.455 0.122 -0.865
H 0.177 2.248 -0.978 0.091 -0.771 0.273
H -0.030 2.280 0.765 0.857 0.337 -0.162
H -0.104 0.819 0.118 -1.224 -2.420 -0.691
H 1.471 1.497 0.062 0.033 0.272 0.072

---

Record 4
10
Properties=species:S:1:pos:R:3:forces:R:3 method="wB97M-V/def2-TZVPD" homo_lumo_gap_ev=9.90 smiles="CN=C=S.S" multiplicity=1 total_charge=0 energy_ev=-25315.045 lumo_ev=0.640
S 2.705 0.251 0.039 0.926 0.763 -0.032
S -0.442 2.535 -0.019 -0.318 -0.213 -0.221
N 0.470 -1.328 -0.037 1.156 0.994 -0.030
C 1.377 -0.563 -0.033 -1.091 -1.496 0.140
C -0.895 -1.627 -0.164 -0.695 -0.330 -0.029
H 0.823 2.187 0.198 0.261 -0.067 0.026
H -0.291 3.700 0.595 -0.008 0.323 0.186
H -1.256 -2.035 0.784 -0.097 0.024 -0.136
H -1.019 -2.382 -0.942 -0.138 0.050 0.074
H -1.472 -0.737 -0.420 0.005 -0.046 0.022

---

Record 5
10
Properties=species:S:1:pos:R:3:forces:R:3 method="wB97M-V/def2-TZVPD" homo_lumo_gap_ev=8.83 multiplicity=1 total_charge=0 energy_ev=-25310.805 lumo_ev=0.456
S 0.908 -0.900 -0.048 -0.566 -1.312 0.599
S -3.362 -0.092 0.014 0.220 -2.502 0.431
N -1.714 -0.618 -0.057 -1.048 -0.597 0.937
C 2.127 0.368 0.130 2.236 0.245 -0.532
C -0.609 -0.044 -0.201 -0.778 3.555 -1.478
H 1.476 1.291 -0.357 2.779 -1.723 1.127
H 3.076 -0.323 -0.667 -2.546 3.181 2.515
H 2.655 0.597 1.336 -1.946 -0.717 -3.947
H -4.095 -1.436 0.492 2.043 2.792 -1.069
H -0.462 1.157 -0.642 -0.394 -2.922 1.417

---

Record 6
9
Properties=species:S:1:pos:R:3:forces:R:3 method="wB97M-V/def2-TZVPD" homo_lumo_gap_ev="7.13 / 8.91" multiplicity=1 total_charge=0 energy_ev=-11516.184 lumo_ev="-1.833 / -0.467"
Si 0.780 -0.757 0.320 -1.350 -2.115 0.848
N -0.289 0.058 -0.746 -0.848 0.339 0.487
C -0.535 1.285 -0.949 -0.187 -1.044 -0.757
C -0.991 2.328 -1.392 -0.362 1.174 -0.035
H 1.934 -0.774 -0.503 1.336 0.015 -0.151
H 0.719 -0.407 1.710 0.593 1.258 0.724
H -1.504 3.207 -1.706 0.292 0.033 0.086
H -2.106 -0.277 0.273 0.365 -0.190 -0.108
H 0.320 -2.170 0.708 0.161 0.528 -1.094

---

Record 7
8
Properties=species:S:1:pos:R:3:forces:R:3 method="wB97M-V/def2-TZVPD" homo_lumo_gap_ev=7.05 multiplicity=1 total_charge=-1 energy_ev=-4201.314 lumo_ev=5.177
O 0.856 0.613 0.631 -0.048 0.106 0.234
C -0.054 -0.554 -1.234 -0.449 0.384 0.039
C -0.086 0.293 -0.148 0.545 -0.310 -0.069
H -0.923 -0.577 -1.872 -0.234 -0.204 -0.138
H -1.093 0.719 0.066 -0.148 0.118 -0.034
H -2.812 -1.239 3.064 0.361 -0.068 0.276
H -2.227 -1.345 3.528 -0.354 0.071 -0.285
H 0.855 -1.008 -1.588 0.327 -0.096 -0.022

---

Record 8
9
Properties=species:S:1:pos:R:3:forces:R:3 method="wB97M-V/def2-TZVPD" homo_lumo_gap_ev=10.24 multiplicity=1 total_charge=+1 energy_ev=-6239.579 lumo_ev=-6.805
O -0.261 0.604 -0.361 -2.275 1.892 -0.987
O 1.887 0.523 0.302 -1.744 -1.179 0.425
C -1.286 0.518 0.316 -1.177 0.679 1.547
C 0.795 -0.277 -0.103 5.088 -1.067 -4.379
H 2.633 0.720 -0.286 -0.655 -0.535 -0.470
H -1.339 -0.217 1.166 -0.028 0.441 -0.895
H -2.125 1.266 0.201 1.043 -0.863 -0.377
H 0.423 -0.887 0.651 0.216 -1.449 1.533
H 0.965 -0.940 -1.231 -0.467 2.082 3.603

---

Record 9
9
Properties=species:S:1:pos:R:3:forces:R:3 method="wB97M-V/def2-TZVPD" homo_lumo_gap_ev=11.14 multiplicity=1 total_charge=+1 energy_ev=-6239.968 lumo_ev=-5.206
O -0.619 -0.343 -0.584 0.997 -0.020 -0.006
O 1.614 0.262 0.429 0.357 -2.182 -2.980
C -1.406 -0.698 -1.436 -1.371 -1.589 -1.469
C 1.329 0.737 1.485 -2.448 2.537 3.115
H 0.676 -0.271 -0.155 0.656 0.973 0.553
H 0.255 0.757 1.749 0.268 -0.329 0.263
H 1.940 1.353 2.223 0.331 -1.164 -1.382
H -1.379 -1.531 -2.272 1.201 1.355 1.649
H -2.410 -0.265 -1.439 0.009 0.419 0.257

---

Record 10
10
Properties=species:S:1:pos:R:3:forces:R:3 method="wB97M-V/def2-TZVPD" homo_lumo_gap_ev=10.73 multiplicity=1 total_charge=0 energy_ev=-15537.393 lumo_ev=0.663
P 0.901 0.521 -0.769 -1.354 -1.546 1.319
O -0.616 0.075 -1.313 0.572 0.702 0.923
O 1.929 0.111 -1.743 -0.242 0.583 0.881
C -1.244 -0.429 -0.129 3.347 1.284 2.219
C 0.465 -0.228 0.927 -2.123 -1.694 -1.617
H -1.657 -1.420 -0.270 0.217 -0.076 0.099
H -1.872 0.269 0.443 -0.013 -0.211 -0.758
H 0.895 1.855 -0.257 -0.104 -0.085 -1.056
H 0.346 0.476 1.790 0.125 -0.380 -1.040
H 0.852 -1.230 1.321 -0.426 1.424 -0.969

---

Record 11
10
Properties=species:S:1:pos:R:3:forces:R:3 method="wB97M-V/def2-TZVPD" homo_lumo_gap_ev=6.63 multiplicity=1 total_charge=-1 energy_ev=-17083.018 lumo_ev=2.474
S -2.200 -0.861 0.143 0.017 0.772 -0.070
O 0.462 2.041 -0.046 -0.789 1.102 -0.303
O 1.023 0.510 -1.612 -0.317 -0.057 -1.237
C 0.427 0.913 -0.597 2.599 0.001 1.649
C 0.819 -0.141 0.673 -0.591 -0.564 -0.434
H -2.457 -1.931 -0.622 0.213 0.124 -0.297
H 0.676 -1.128 0.251 0.178 -0.054 -0.096
H 0.159 -0.042 1.519 -0.176 0.441 0.061
H -0.759 0.532 -0.612 -1.171 -1.798 0.813
H 1.850 0.108 0.902 0.038 0.034 -0.087

---

Record 12
11
Properties=species:S:1:pos:R:3:forces:R:3 method="wB97M-V/def2-TZVPD" homo_lumo_gap_ev="8.70 / 4.57" s2=0.75 multiplicity=2 total_charge=0 energy_ev=-27917.605 lumo_ev="0.431 / -3.699"
S 1.632 1.801 -1.357 0.041 0.266 0.028
S -0.119 0.918 -2.099 0.080 -0.057 -0.343
O -0.243 -1.431 1.988 0.226 0.098 -0.095
O -1.338 -2.714 3.424 0.295 -0.237 0.040
C -1.245 -1.708 2.780 -0.590 -0.346 0.380
C -0.529 -0.180 -0.723 0.101 0.524 -0.944
H 1.757 1.045 -0.259 -0.023 -0.090 -0.037
H 0.397 -0.666 -0.459 0.110 0.076 0.798
H -2.023 -0.932 2.786 0.066 0.442 -0.241
H -1.123 -0.970 -1.152 -0.623 -0.142 -0.054
H -1.073 0.428 -0.003 0.317 -0.534 0.469

---

Record 13
10
Properties=species:S:1:pos:R:3:forces:R:3 method="wB97M-V/def2-TZVPD" homo_lumo_gap_ev="8.45 / 5.91" s2=2.03 multiplicity=3 total_charge=+2 energy_ev=-35755.492 lumo_ev="-10.460 / -12.527"
Tm 1.909 1.229 1.339 -0.272 -0.423 -0.431
O -0.172 0.815 1.031 -1.829 -3.783 -0.544
O 1.154 -0.583 -1.004 0.144 1.021 -1.148
C -1.034 -0.612 0.926 -1.119 1.262 1.714
C 0.829 0.353 -1.728 -0.282 -0.395 4.173
H 1.492 0.563 -2.592 -1.156 0.466 -0.337
H -0.662 -1.649 0.964 1.687 1.005 -0.433
H -1.891 -0.638 0.230 0.813 1.187 -0.434
H -0.049 1.053 -1.052 1.716 -0.851 -2.529
H -1.576 -0.530 1.886 0.298 0.510 -0.032

---

Record 14
10
Properties=species:S:1:pos:R:3:forces:R:3 method="wB97M-V/def2-TZVPD" homo_lumo_gap_ev="5.92 / 7.74" s2=0.75 multiplicity=2 total_charge=0 energy_ev=-37777.184 lumo_ev="-0.046 / -0.610"
Yb -1.783 -0.687 -2.761 0.410 0.505 1.428
O 1.508 0.372 -0.525 0.300 0.197 -0.027
O -1.173 0.006 -0.724 -0.498 -0.662 -1.637
C -0.540 -0.434 0.425 -0.192 0.046 0.679
C 0.729 0.375 0.660 -0.235 0.084 -0.021
H 0.445 1.416 0.903 0.144 -0.309 0.133
H 1.331 -0.059 1.471 -0.105 0.198 -0.231
H 0.953 0.828 -1.172 0.054 -0.222 0.050
H -1.202 -0.306 1.304 0.168 -0.015 -0.100
H -0.268 -1.510 0.418 -0.046 0.178 -0.274

---

Record 15
13
Properties=species:S:1:pos:R:3:forces:R:3 method="wB97M-V/def2-TZVPD" homo_lumo_gap_ev=8.47 multiplicity=1 total_charge=-1 energy_ev=-32016.197 lumo_ev=3.586
S -0.499 0.508 -0.068 -0.352 -0.182 -1.128
S 0.963 2.984 -2.491 0.027 -0.439 -0.165
O -0.904 0.121 -1.413 -0.170 0.620 0.352
O 0.915 -1.720 -0.577 0.684 -0.259 0.350
O -1.516 0.573 0.952 -0.983 -0.228 0.395
O 0.262 1.765 -0.015 0.873 -0.629 0.602
C 0.368 -1.151 0.316 -0.659 1.168 -1.203
C -0.131 -1.667 1.587 -0.082 -4.306 -1.344
H 0.625 -1.650 2.284 1.894 -0.008 1.778
H -0.898 -1.073 1.888 -2.189 1.416 1.079
H 0.656 2.386 -1.234 0.234 0.984 0.118
H -0.484 -2.772 1.481 0.681 1.837 0.059
H 0.645 1.696 -2.711 0.041 0.026 -0.895

---

Record 16
13
Properties=species:S:1:pos:R:3:forces:R:3 method="wB97M-V/def2-TZVPD" homo_lumo_gap_ev=9.77 smiles="C=CP1(=O)OO1.OO" multiplicity=1 total_charge=0 energy_ev=-21675.281 lumo_ev=-0.412
P 1.493 0.075 -0.364 -0.725 -0.273 0.133
O 1.537 -0.211 -1.777 -0.220 0.372 -0.817
O -0.682 -1.556 0.241 0.348 1.201 2.587
O -1.992 -2.128 0.379 -0.651 -0.391 -1.074
O 2.791 -0.091 0.538 1.599 1.764 0.120
O 1.681 -1.021 0.764 -1.060 -1.882 0.840
C -0.598 1.878 -0.505 3.192 -4.087 0.398
C 0.300 1.208 0.316 -1.694 1.752 -0.165
H -0.539 -1.085 1.178 -0.826 -1.765 -2.880
H -1.271 2.554 -0.152 -1.755 1.726 1.166
H 0.262 1.273 1.469 0.384 0.326 -2.077
H -2.222 -2.402 -0.559 0.747 0.625 1.462
H -0.760 1.506 -1.530 0.661 0.632 0.307

---

Record 17
9
Properties=species:S:1:pos:R:3:forces:R:3 method="wB97M-V/def2-TZVPD" homo_lumo_gap_ev=8.60 smiles="[H]/P=C/OC" multiplicity=1 total_charge=0 energy_ev=-13488.539 lumo_ev=0.494
P 2.419 0.070 0.124 -2.192 -0.378 0.269
O 0.053 -0.677 0.396 -1.828 -0.082 -0.138
C 0.688 0.437 0.027 3.959 -1.494 -0.228
C -1.382 -0.618 0.109 3.572 3.642 -1.621
H -1.841 -1.255 0.708 -2.164 -2.640 2.771
H -1.554 -0.826 -0.919 -0.135 -0.351 -0.953
H 3.069 1.175 -0.353 -0.053 1.336 -0.379
H 0.098 1.249 -0.380 0.105 0.222 0.117
H -1.548 0.444 0.288 -1.265 -0.256 0.163

---

Record 18
9
Properties=species:S:1:pos:R:3:forces:R:3 method="wB97M-V/def2-TZVPD" homo_lumo_gap_ev="8.60 / 7.71" s2=2.01 multiplicity=3 total_charge=0 energy_ev=-13486.747 lumo_ev="0.827 / -2.910"
P 3.283 -0.252 -0.248 -2.143 -2.658 1.877
O 4.399 0.685 -0.213 2.196 1.902 -0.076
C -1.618 0.695 -0.014 1.116 4.243 1.812
C -2.017 -0.491 -0.263 -1.245 -5.026 -1.936
H -2.559 -1.094 0.518 0.651 0.584 -0.994
H -1.800 1.156 1.053 0.443 -0.762 -2.358
H -1.094 1.315 -0.786 -0.499 -0.512 0.984
H -1.840 -1.052 -1.308 -0.452 1.470 2.491
H 3.247 -0.963 1.262 -0.066 0.759 -1.801

---

Record 19
9
Properties=species:S:1:pos:R:3:forces:R:3 method="wB97M-V/def2-TZVPD" homo_lumo_gap_ev=6.68 multiplicity=1 total_charge=-1 energy_ev=-15038.452 lumo_ev=3.911
S -0.652 -2.311 0.328 0.005 -0.032 0.087
O 1.429 2.290 -0.385 -0.344 -0.232 -0.061
C 0.794 1.304 -0.065 0.455 0.252 0.477
C -0.697 1.179 -0.113 0.384 0.323 -0.263
H -1.021 0.471 0.649 -0.189 0.043 -0.060
H -0.200 -1.350 -0.489 0.052 -0.130 -0.102
H -1.138 2.175 -0.049 -0.078 -0.100 0.056
H 1.333 0.432 0.358 -0.136 -0.056 -0.234
H -0.944 0.741 -1.085 -0.147 -0.067 0.100

---

Record 20
9
Properties=species:S:1:pos:R:3:forces:R:3 method="wB97M-V/def2-TZVPD" homo_lumo_gap_ev="10.72 / 7.07" s2=0.75 multiplicity=2 total_charge=0 energy_ev=-15035.739 lumo_ev="0.751 / -2.840"
S -2.155 -0.587 0.260 -0.135 0.001 0.086
O 2.288 1.137 0.332 -0.111 0.150 0.177
C 1.318 0.443 0.204 0.062 -0.615 -0.274
C 0.994 -0.324 -1.038 -0.538 -0.116 -0.971
H 1.657 -0.125 -1.875 0.346 0.120 0.200
H -2.737 0.273 1.114 0.027 -0.023 -0.028
H 0.583 0.276 1.019 0.119 0.253 0.163
H -0.011 -0.065 -1.399 0.031 0.179 0.231
H 0.929 -1.407 -0.902 0.198 0.051 0.416